Computed, not measured: 7 unconnected molecules or ions with the total composition C34H61BF3N7O14P in a non-equilibrium geometry, with wB97M-V/def2-TZVPD.

Last column: Mulliken charge in e.
Geometry (Å):
H: -3.0751 0.4214 -2.7274  0.54
C: 5.4564 4.8251 1.9861  -1.39
C: 2.5446 -3.0406 -2.2936  -0.74
C: -1.4333 -0.5947 1.2206  0.27
C: -4.0750 -0.3792 6.2017  0.82
C: 2.2072 1.3596 -6.2898  -0.94
O: -0.6535 -3.4157 5.5437  -0.61
H: -2.4730 -1.1421 -4.3655  0.60
H: -0.8188 -0.7686 -4.8017  0.63
H: -4.2555 -1.7433 4.5811  0.09
C: 2.1329 1.2597 -9.2556  -0.74
N: -2.1009 0.7024 -2.8693  -0.14
H: 2.2065 -3.7015 -1.4979  0.19
H: 5.8257 4.0970 -1.6239  0.30
C: -1.1162 -3.7624 7.8661  -1.44
H: -1.8607 -8.2177 -3.8983  0.09
C: -1.2842 -0.5722 -2.6800  1.25
H: 2.3113 8.4833 -0.0909  0.44
P: -2.9061 3.2740 -2.0610  0.12
H: -1.5622 -2.9748 8.4743  0.37
H: 2.2177 -2.2382 8.4066  0.30
C: -1.7492 -1.5847 3.4191  -0.52
O: 2.0403 -1.7316 -2.0006  -0.40
H: 1.1441 -1.9841 6.1702  0.22
C: -1.7943 -9.2990 -3.8389  -0.56
H: 0.3279 -0.0070 -1.2793  0.17
H: 1.7996 3.1022 0.6950  0.62
H: -2.7793 -9.7212 -4.0452  0.28
C: 0.1533 -0.1196 -2.3553  0.18
C: 1.5899 9.3567 2.6226  -0.80
C: -1.6156 -0.4789 2.5879  -1.53
H: 1.0874 8.7789 1.8544  0.31
H: 4.4072 2.5777 -0.2464  0.14
H: 1.9524 0.4129 -8.6017  0.27
H: 6.8132 2.8588 -0.8325  0.31
H: 2.1714 -3.4360 -3.2380  0.28
H: -0.4604 -4.3702 8.4901  0.41
F: -1.6979 -4.7252 -4.0662  -0.24
H: 1.2977 -1.8523 -4.7444  0.29
H: -1.9069 -4.3929 7.4713  0.30
O: 0.3198 1.1775 -2.9655  -0.46
H: -1.6698 0.5079 3.0343  0.46
C: -1.1347 -7.4348 -1.6321  -0.93
H: 1.2500 1.4168 -9.8778  0.27
C: 1.1753 -1.9382 8.2905  -0.89
O: -1.9529 -1.2160 -1.6423  -0.42
H: 1.2594 10.3941 2.5518  0.28
H: -0.8421 -6.9610 -0.7001  0.27
C: -1.2066 -2.0855 -0.8049  0.38
C: -1.7676 1.7803 -1.8917  -0.04
H: -1.3087 0.3079 0.6363  0.28
H: 1.2978 8.9681 3.5996  0.28
H: -6.6790 -0.3697 6.8290  0.33
C: -1.3892 -1.8529 0.6422  0.75
H: 2.9746 1.0227 -9.9079  0.28
C: -1.0127 -8.9325 -1.4603  0.50
N: 0.6809 -2.3458 6.9891  -0.15
N: -1.3367 -9.7126 -2.5270  -0.16
C: -0.3165 2.2048 -2.2171  -0.16
H: 3.6635 7.3483 -0.1907  0.27
O: -4.2270 2.7663 -1.2374  -0.45
C: 2.4764 2.5876 -7.1303  0.43
F: -2.6291 -3.3605 -5.4608  -0.27
N: 3.0292 9.2785 2.4636  -0.17
C: 1.0658 2.8004 -0.0324  1.10
C: -0.3549 -3.1707 6.7048  0.87
H: 6.7119 4.4847 -0.1447  0.34
H: -5.4004 -2.0475 5.8933  0.39
H: -5.6618 -0.6880 4.7793  0.38
C: -2.1555 -3.4979 -4.2220  0.98
H: -1.4497 -3.9682 1.0148  0.62
H: -6.5494 1.2924 7.4173  0.30
C: 4.6135 3.7554 1.3425  0.92
H: -4.3675 1.8092 -1.2067  0.36
O: -0.5441 -2.9584 -1.2690  -0.47
H: -1.1028 -9.6492 -4.6072  0.28
H: 5.4830 5.7170 1.3578  0.38
C: 0.4135 2.5880 -1.0166  -1.88
O: -1.1250 -2.6458 -3.9822  -0.30
H: -0.4779 -7.0811 -2.4282  0.33
H: 1.1977 0.9823 -6.4615  0.26
O: 3.6068 3.3064 1.8839  -0.72
H: 1.1143 -0.8536 8.3904  0.29
O: 1.6439 -1.0805 -4.2815  -0.22
H: -1.2342 -10.6992 -2.3477  0.23
H: 3.6327 -3.0356 -2.2982  0.28
H: 0.5918 -2.3940 9.0828  0.33
O: 2.7341 3.6646 -6.6203  -0.66
C: 3.7382 8.6054 1.5205  0.77
H: -4.1130 0.8729 7.7423  0.24
O: -3.2767 3.0413 -3.6534  -0.51
H: -1.7326 -3.7386 3.4249  0.48
H: -2.1638 -7.1549 -1.8627  0.35
C: 2.9605 7.8244 0.4865  -1.30
H: 2.2986 1.6452 -5.2466  0.28
H: 2.6078 3.3081 -8.9794  0.24
C: -1.6730 -2.8458 2.8181  -0.86
C: -1.5060 -2.9809 1.4541  -0.88
H: 2.9276 0.5688 -6.4991  0.45
H: 2.3571 7.0522 0.9670  0.35
O: 4.9581 8.6381 1.5224  -0.65
C: -6.1379 0.2858 7.5022  -0.88
H: 5.0200 5.0890 2.9442  0.27
H: 6.4714 4.4636 2.1529  0.40
O: -0.6403 -9.4295 -0.4130  -0.64
H: -2.0444 1.0493 -3.8309  0.64
H: -1.8931 -1.4399 4.4800  0.98
N: -4.7220 0.2974 7.1816  -0.20
N: 5.0055 3.2966 0.1295  -0.05
O: -2.8639 -0.2605 6.0652  -0.64
H: -6.2875 -0.0627 8.5248  0.29
F: -3.1680 -3.3039 -3.3745  -0.26
C: -1.4290 -1.2722 -4.0518  -2.16
C: -4.9071 -1.2705 5.3089  -1.09
H: -1.9171 1.4087 -0.8805  -0.20
H: -0.3564 3.0735 -2.8852  0.79
H: 3.6088 9.7771 3.1203  0.23
B: 1.3349 -1.0583 -2.9322  0.43
N: 2.4189 2.4520 -8.4817  -0.14
H: -4.2380 3.0746 -3.7724  0.35
C: 6.1539 3.7101 -0.6585  -0.91

Properties
Lowest unoccupied orbital energy in Ha: -0.1071
HOMO level in eV: -10.810
Kohn-Sham gap in eV: 7.90
M in g mol⁻¹: 890.68
Charge: +1
DFT total energy in eV: -93458.133